(1)
Below is a cluster of 7 separate species, C33H63BrFNO14 in total at a distorted geometry, with properties calculated with ωB97M-V with the def2-TZVPD basis set.

Computed properties:
* HOMO energy: -8.8 eV
* SMILES: C#CN(CCCCO)C[C@H](F)OCBr.CCOC(C)=O.CCOC(C)=O.CCOC(C)=O.CCOC(C)=O.CCOC(C)=O.CCOC(C)=O
* charge: 0

Atoms and positions in Å:
C (1.413, -2.940, 2.903)
C (1.279, -1.842, 2.407)
N (1.347, -0.579, 1.803)
C (1.573, -0.860, 0.358)
C (1.889, 0.399, -0.521)
C (3.345, 0.229, -1.098)
C (4.461, 0.812, -0.188)
O (5.481, 1.274, -1.098)
C (2.461, 0.138, 2.459)
C (2.047, 0.489, 3.923)
F (2.375, -0.495, 4.836)
O (0.701, 0.864, 3.946)
C (0.435, 1.966, 4.751)
Br (0.801, 3.721, 3.908)
H (1.737, -3.947, 3.167)
H (2.326, -1.675, 0.257)
H (0.623, -1.297, -0.021)
H (1.847, 1.351, 0.044)
H (1.191, 0.492, -1.371)
H (3.444, 0.718, -2.088)
H (3.583, -0.843, -1.264)
H (4.915, 0.060, 0.492)
H (4.067, 1.687, 0.373)
H (6.283, 1.504, -0.609)
H (2.723, 1.096, 1.987)
H (3.335, -0.553, 2.534)
H (2.648, 1.385, 4.207)
H (1.051, 1.954, 5.673)
H (-0.614, 1.982, 5.097)
C (-0.673, -1.247, -5.180)
C (0.024, -1.067, -3.848)
O (-0.720, -1.673, -2.784)
C (-0.607, -2.955, -2.411)
C (0.090, -3.927, -3.331)
O (-1.124, -3.328, -1.389)
H (-0.748, -2.300, -5.455)
H (-0.131, -0.722, -5.968)
H (-1.690, -0.855, -5.131)
H (1.054, -1.428, -3.865)
H (0.074, -0.005, -3.606)
H (-0.637, -4.343, -4.029)
H (0.502, -4.733, -2.726)
H (0.922, -3.490, -3.878)
C (-3.307, 4.412, 1.998)
C (-3.779, 3.695, 0.750)
O (-2.695, 3.461, -0.157)
C (-1.893, 2.377, -0.112)
C (-1.904, 1.516, 1.122)
O (-1.133, 2.168, -1.023)
H (-2.595, 3.807, 2.561)
H (-4.149, 4.650, 2.650)
H (-2.797, 5.339, 1.730)
H (-4.311, 2.770, 0.977)
H (-4.483, 4.332, 0.212)
H (-1.180, 1.908, 1.837)
H (-1.612, 0.506, 0.841)
H (-2.883, 1.435, 1.589)
C (-2.488, -4.499, 1.439)
C (-1.893, -3.107, 1.421)
O (-2.900, -2.105, 1.643)
C (-3.284, -1.681, 2.856)
C (-2.902, -2.489, 4.070)
O (-3.987, -0.704, 2.944)
H (-2.915, -4.741, 2.413)
H (-1.725, -5.242, 1.202)
H (-3.293, -4.577, 0.707)
H (-1.068, -2.996, 2.126)
H (-1.483, -2.901, 0.432)
H (-3.665, -3.246, 4.250)
H (-2.859, -1.819, 4.927)
H (-1.924, -2.959, 3.991)
C (-5.852, 3.351, -2.279)
C (-6.297, 3.280, -3.725)
O (-7.724, 3.325, -3.837)
C (-8.433, 4.467, -3.910)
C (-7.761, 5.767, -3.539)
O (-9.600, 4.425, -4.192)
H (-6.142, 4.297, -1.817)
H (-4.767, 3.249, -2.206)
H (-6.320, 2.555, -1.698)
H (-5.831, 4.051, -4.341)
H (-5.996, 2.322, -4.149)
H (-7.869, 5.931, -2.467)
H (-8.261, 6.573, -4.073)
H (-6.710, 5.811, -3.816)
C (5.709, -7.598, 5.643)
C (5.107, -7.629, 4.254)
O (3.716, -7.289, 4.279)
C (3.253, -6.031, 4.207)
C (4.210, -4.886, 4.432)
O (2.073, -5.844, 4.045)
H (5.672, -6.596, 6.074)
H (6.750, -7.924, 5.617)
H (5.152, -8.255, 6.313)
H (5.652, -6.998, 3.550)
H (5.156, -8.645, 3.860)
H (4.254, -4.662, 5.497)
H (3.833, -4.012, 3.903)
H (5.211, -5.073, 4.050)
C (2.141, 5.522, -5.081)
C (1.831, 4.431, -4.077)
O (2.143, 3.135, -4.600)
C (3.358, 2.563, -4.509)
C (4.544, 3.417, -4.135)
O (3.488, 1.402, -4.799)
H (3.206, 5.561, -5.314)
H (1.837, 6.496, -4.695)
H (1.615, 5.335, -6.018)
H (2.325, 4.595, -3.118)
H (0.760, 4.419, -3.874)
H (4.975, 3.852, -5.037)
H (5.287, 2.779, -3.658)
H (4.307, 4.203, -3.421)

These are the Mulliken partial charges, in e, on atoms 1 to 6: C -0.284; C -0.340; N 0.728; C -0.180; C -0.046; C -0.392

***

(2)
Below is a cluster of 6 separate species, C33H63F2N2O10S in total at a distorted geometry, with properties calculated with ωB97M-V with the def2-TZVPD basis set.

Computed properties:
* HOMO energy: -4.8 eV
* charge: -1

Atoms and positions in Å:
C (4.754, -0.226, 1.069)
C (3.797, -1.556, 1.014)
C (3.888, -2.423, -0.374)
C (5.461, -2.276, -0.903)
C (2.771, -2.040, -1.511)
C (3.464, -2.419, -2.986)
O (3.862, -3.643, -3.338)
O (3.681, -1.334, -3.988)
N (2.512, -0.535, -1.731)
C (1.108, 0.027, -1.733)
O (0.845, 1.299, -2.043)
C (0.163, -1.220, -1.244)
C (-1.101, -1.190, -2.288)
C (-2.131, 0.070, -2.105)
C (-3.654, -0.495, -1.739)
F (-2.284, 0.724, -3.459)
C (-0.318, -0.797, 0.265)
C (0.362, 0.303, 1.253)
C (-0.295, 0.600, 2.684)
N (-1.470, 0.012, 3.385)
C (-2.026, -1.018, 2.465)
C (-1.607, -1.479, 0.988)
C (1.191, -2.539, -1.276)
C (0.727, -3.407, -2.629)
S (0.908, -3.873, 0.062)
O (1.179, -3.365, 1.498)
O (-0.582, -4.388, 0.063)
F (1.877, -5.288, -0.211)
H (5.849, -0.578, 1.383)
H (4.900, 0.307, 0.014)
H (4.424, 0.566, 1.879)
H (2.697, -1.222, 1.286)
H (4.142, -2.252, 1.920)
H (3.778, -3.572, -0.079)
H (5.769, -3.185, -1.613)
H (6.233, -2.338, 0.005)
H (5.628, -1.266, -1.478)
H (3.000, 0.112, -1.074)
H (-1.735, -2.179, -2.076)
H (-0.776, -1.199, -3.436)
H (-1.764, 0.919, -1.389)
H (-4.443, 0.375, -1.950)
H (-3.786, -0.781, -0.611)
H (-3.986, -1.382, -2.462)
H (1.333, 0.879, 0.913)
H (0.251, 1.451, 3.323)
H (-2.962, -1.602, 2.928)
H (-2.224, -2.309, 0.425)
H (0.770, -2.777, -3.614)
H (1.450, -4.356, -2.645)
H (-0.365, -3.872, -2.499)
C (-5.836, 2.432, -0.911)
C (-6.583, 1.626, 0.140)
C (-8.020, 2.101, 0.285)
O (-5.916, 1.751, 1.393)
H (-5.795, 3.492, -0.636)
H (-4.800, 2.087, -0.996)
H (-6.316, 2.344, -1.890)
H (-6.572, 0.565, -0.133)
H (-8.056, 3.149, 0.603)
H (-8.542, 1.521, 1.054)
H (-8.565, 2.003, -0.658)
H (-5.920, 2.689, 1.644)
C (-0.658, -1.919, -7.933)
C (-1.405, -2.725, -6.882)
C (-2.842, -2.249, -6.737)
O (-0.738, -2.600, -5.629)
H (-0.617, -0.859, -7.658)
H (0.378, -2.264, -8.018)
H (-1.138, -2.007, -8.912)
H (-1.394, -3.785, -7.155)
H (-2.878, -1.201, -6.419)
H (-3.364, -2.830, -5.968)
H (-3.387, -2.347, -7.680)
H (-0.742, -1.661, -5.378)
C (4.069, 1.519, -5.590)
C (5.264, 2.459, -5.623)
C (5.372, 3.171, -6.963)
O (6.456, 1.715, -5.386)
H (4.161, 0.742, -6.358)
H (4.011, 1.004, -4.625)
H (3.134, 2.063, -5.754)
H (5.173, 3.198, -4.820)
H (5.510, 2.452, -7.778)
H (6.243, 3.834, -6.976)
H (4.476, 3.764, -7.168)
H (6.545, 1.057, -6.095)
C (2.856, 1.413, 7.571)
C (1.682, 1.845, 6.706)
C (0.480, 0.936, 6.908)
O (2.070, 1.817, 5.335)
H (3.178, 0.398, 7.315)
H (3.717, 2.069, 7.406)
H (2.594, 1.440, 8.633)
H (1.407, 2.878, 6.947)
H (0.719, -0.096, 6.629)
H (-0.352, 1.252, 6.270)
H (0.147, 0.948, 7.950)
H (2.316, 0.904, 5.111)
C (-3.265, 2.775, 7.431)
C (-3.237, 3.045, 8.927)
C (-2.227, 2.154, 9.633)
O (-4.534, 2.813, 9.473)
H (-3.555, 1.738, 7.225)
H (-4.005, 3.414, 6.938)
H (-2.286, 2.959, 6.979)
H (-2.990, 4.096, 9.107)
H (-2.481, 1.096, 9.505)
H (-2.227, 2.351, 10.710)
H (-1.217, 2.320, 9.246)
H (-4.762, 1.881, 9.318)

These are the Mulliken partial charges, in e, on atoms 1 to 6: C -0.965; C 0.084; C -0.017; C -1.174; C 1.196; C -0.577

***

(3)
Below is a cluster of 4 separate species, C33H63N5O7 in total at a distorted geometry, with properties calculated with ωB97M-V with the def2-TZVPD basis set.

Computed properties:
* HOMO energy (spin up / spin down): -4.6 / -4.6 eV
* 2S+1: 4
* charge: -1

Atoms and positions in Å:
C (3.326, -0.198, 0.609)
C (4.609, 0.091, 1.359)
O (4.791, -0.360, 2.463)
N (5.643, 0.850, 0.702)
C (6.831, 0.130, 0.492)
C (7.440, 0.195, -0.897)
O (7.352, -0.552, 1.351)
C (5.295, 1.984, -0.186)
N (4.811, 1.666, -1.545)
C (4.317, 2.915, 0.628)
O (3.116, 2.618, 0.573)
O (4.891, 3.809, 1.254)
H (3.127, -1.268, 0.744)
H (2.526, 0.390, 1.068)
H (3.340, 0.061, -0.447)
H (7.793, 1.200, -1.156)
H (8.285, -0.501, -0.902)
H (6.723, -0.133, -1.653)
H (6.213, 2.575, -0.273)
H (4.800, 0.668, -1.726)
H (5.488, 2.031, -2.207)
C (-2.381, 1.217, 4.435)
C (-1.462, 0.577, 3.377)
C (-0.041, 0.400, 3.926)
C (0.740, 1.708, 4.041)
C (0.736, 2.470, 2.719)
C (-0.669, 2.716, 2.168)
N (-1.403, 1.404, 2.124)
O (-1.165, 0.714, 1.070)
C (-1.419, 3.751, 3.014)
C (-0.578, 3.261, 0.748)
C (-2.061, -0.774, 3.013)
H (-3.167, 1.809, 3.966)
H (-2.864, 0.430, 5.015)
H (-1.843, 1.853, 5.136)
H (0.505, -0.280, 3.266)
H (-0.116, -0.093, 4.901)
H (0.334, 2.325, 4.850)
H (1.772, 1.485, 4.316)
H (1.244, 3.430, 2.823)
H (1.317, 1.919, 1.977)
H (-2.458, 3.838, 2.690)
H (-0.935, 4.718, 2.872)
H (-1.408, 3.541, 4.079)
H (0.027, 2.623, 0.112)
H (-0.101, 4.240, 0.788)
H (-1.573, 3.365, 0.308)
H (-3.049, -0.653, 2.567)
H (-2.172, -1.371, 3.921)
H (-1.434, -1.327, 2.318)
C (-9.195, -2.300, 3.796)
C (-8.034, -1.346, 4.128)
C (-8.507, 0.113, 4.164)
C (-8.783, 0.710, 2.785)
C (-7.588, 0.523, 1.853)
C (-7.138, -0.936, 1.742)
N (-6.914, -1.460, 3.131)
O (-5.783, -1.091, 3.615)
C (-8.170, -1.765, 0.969)
C (-5.825, -1.038, 0.976)
C (-7.481, -1.742, 5.493)
H (-8.838, -3.186, 3.272)
H (-9.665, -2.632, 4.722)
H (-9.972, -1.834, 3.193)
H (-7.736, 0.711, 4.659)
H (-9.401, 0.163, 4.791)
H (-9.682, 0.267, 2.347)
H (-8.993, 1.775, 2.893)
H (-7.822, 0.887, 0.849)
H (-6.746, 1.119, 2.219)
H (-7.909, -2.824, 0.997)
H (-8.160, -1.441, -0.072)
H (-9.188, -1.654, 1.330)
H (-5.039, -0.420, 1.401)
H (-5.999, -0.699, -0.046)
H (-5.468, -2.068, 0.944)
H (-7.075, -2.754, 5.469)
H (-8.297, -1.709, 6.217)
H (-6.695, -1.068, 5.821)
C (2.848, -1.171, -6.575)
C (3.886, -0.504, -5.654)
C (4.875, 0.340, -6.466)
C (5.884, -0.483, -7.265)
C (6.606, -1.490, -6.371)
C (5.648, -2.395, -5.590)
N (4.668, -1.519, -4.867)
O (5.134, -1.061, -3.764)
C (4.951, -3.391, -6.522)
C (6.414, -3.204, -4.550)
C (3.138, 0.382, -4.664)
H (2.502, -2.116, -6.158)
H (1.983, -0.516, -6.667)
H (3.222, -1.354, -7.581)
H (5.416, 0.996, -5.776)
H (4.297, 0.987, -7.130)
H (5.393, -0.995, -8.097)
H (6.618, 0.189, -7.714)
H (7.274, -2.123, -6.961)
H (7.229, -0.947, -5.654)
H (4.184, -3.947, -5.982)
H (5.694, -4.103, -6.885)
H (4.493, -2.933, -7.393)
H (7.005, -2.567, -3.897)
H (7.085, -3.891, -5.069)
H (5.730, -3.784, -3.930)
H (2.464, -0.199, -4.033)
H (2.547, 1.111, -5.222)
H (3.821, 0.920, -4.013)

These are the Mulliken partial charges, in e, on atoms 1 to 6: C -0.179; C 0.615; O -0.622; N 0.381; C 0.671; C -0.733

***

(4)
Below is a cluster of 4 separate species, C33H64N2S in total at a distorted geometry, with properties calculated with ωB97M-V with the def2-TZVPD basis set.

Computed properties:
* HOMO energy: -8.2 eV
* SMILES: CCCCCc1ccc2nsnc2c1CCCC.CCCCCC.CCCCCC.CCCCCC
* charge: 0

Atoms and positions in Å:
C (-3.134, 0.226, 3.402)
C (-3.514, -0.415, 1.904)
C (-2.175, -1.069, 1.153)
C (-1.035, 0.046, 0.770)
C (-1.286, 0.768, -0.717)
C (-0.740, 2.335, -0.505)
C (0.771, 2.430, 0.208)
C (1.499, 3.856, 0.561)
C (0.630, 5.229, 0.167)
N (1.059, 6.655, 0.429)
S (-0.310, 7.585, -0.223)
N (-1.511, 6.477, -0.869)
C (-0.862, 5.134, -0.583)
C (-1.595, 3.675, -0.946)
C (-3.061, 3.582, -1.685)
C (-4.332, 3.388, -0.663)
C (-3.861, 3.420, 0.912)
C (-5.235, 3.109, 1.807)
H (-4.089, 0.325, 4.091)
H (-2.729, 1.313, 3.184)
H (-2.318, -0.389, 3.970)
H (-4.271, -1.304, 2.151)
H (-4.007, 0.413, 1.236)
H (-2.450, -1.774, 0.256)
H (-1.678, -1.780, 1.974)
H (0.058, -0.384, 0.783)
H (-1.170, 0.937, 1.553)
H (-0.684, 0.216, -1.578)
H (-2.444, 0.757, -0.992)
H (1.372, 1.443, 0.488)
H (2.551, 3.873, 1.074)
H (-3.036, 2.688, -2.475)
H (-3.223, 4.630, -2.232)
H (-4.854, 2.366, -0.975)
H (-5.116, 4.242, -0.917)
H (-3.088, 2.559, 1.178)
H (-3.427, 4.499, 1.136)
H (-5.807, 4.091, 2.105)
H (-4.848, 2.559, 2.780)
H (-5.899, 2.370, 1.157)
C (1.871, -3.177, 2.784)
C (3.105, -2.396, 3.209)
C (3.373, -1.166, 2.338)
C (3.662, -1.458, 0.861)
C (4.846, -2.392, 0.597)
C (6.173, -1.835, 1.087)
H (1.977, -3.581, 1.773)
H (1.707, -4.019, 3.463)
H (0.979, -2.542, 2.811)
H (3.975, -3.059, 3.217)
H (2.964, -2.063, 4.245)
H (4.211, -0.607, 2.770)
H (2.506, -0.495, 2.394)
H (3.843, -0.503, 0.350)
H (2.768, -1.884, 0.392)
H (4.918, -2.563, -0.484)
H (4.669, -3.373, 1.051)
H (6.391, -0.872, 0.614)
H (6.986, -2.525, 0.836)
H (6.179, -1.697, 2.172)
C (-0.771, -4.405, 0.389)
C (-2.043, -5.090, 0.864)
C (-1.899, -5.751, 2.237)
C (-0.868, -6.883, 2.315)
C (-1.093, -8.043, 1.342)
C (-2.404, -8.778, 1.574)
H (0.047, -5.118, 0.259)
H (-0.945, -3.919, -0.576)
H (-0.452, -3.638, 1.102)
H (-2.369, -5.821, 0.117)
H (-2.840, -4.338, 0.924)
H (-2.880, -6.129, 2.549)
H (-1.625, -4.984, 2.974)
H (-0.864, -7.276, 3.340)
H (0.135, -6.474, 2.148)
H (-0.269, -8.758, 1.458)
H (-1.048, -7.690, 0.307)
H (-2.453, -9.177, 2.592)
H (-2.492, -9.618, 0.878)
H (-3.267, -8.125, 1.416)
C (4.407, 5.045, -4.256)
C (3.481, 4.465, -5.314)
C (2.054, 5.013, -5.235)
C (1.303, 4.701, -3.935)
C (1.173, 3.215, -3.592)
C (0.382, 2.426, -4.624)
H (4.077, 4.788, -3.246)
H (5.419, 4.649, -4.385)
H (4.458, 6.136, -4.338)
H (3.479, 3.373, -5.243)
H (3.890, 4.707, -6.303)
H (1.483, 4.626, -6.087)
H (2.084, 6.103, -5.363)
H (0.298, 5.138, -4.004)
H (1.794, 5.213, -3.099)
H (0.667, 3.126, -2.623)
H (2.162, 2.764, -3.463)
H (-0.626, 2.836, -4.739)
H (0.289, 1.382, -4.308)
H (0.873, 2.433, -5.601)

These are the Mulliken partial charges, in e, on atoms 1 to 6: C -0.901; C -0.238; C -0.202; C 0.078; C -0.367; C 0.089

***

Results for DFT total energy: -138154.7206, -74954.7638, -57023.4793, -49062.4101 (in eV, following the order of the records).